Record 1
Density functional theory data (the ωB97M-V functional and the def2-TZVPD basis) for a 4-piece molecular cluster, C3H14O3S overall at a distorted geometry.

Structure (XYZ):
```
21
Properties=species:S:1:pos:R:3:forces:R:3:lowdin_spin:R:1
C 0.666719 -0.292155 -0.539533 -0.552 0.201 -0.443 0.015
C -0.854668 -0.277385 -0.362734 -0.070 -0.152 -0.942 0.032
S -1.708840 0.831368 -1.525103 0.371 0.208 0.157 0.191
C -1.153456 2.448378 -0.938344 -0.652 -0.625 0.906 0.005
H 1.177442 -0.667547 0.343196 0.076 -0.008 0.020 0.006
H 1.022723 0.702708 -0.816596 0.191 -0.042 0.307 0.001
H 0.872078 -0.929354 -1.397809 0.284 -0.094 0.057 0.003
H -1.191174 -0.132854 0.654009 -0.100 0.101 0.221 0.024
H -1.262437 -1.210826 -0.753122 0.010 -0.288 0.604 0.025
H -1.773971 2.758943 -0.104134 -0.156 0.089 0.165 0.001
H -0.140379 2.459278 -0.581113 0.604 -0.153 -0.104 0.001
H -1.276799 3.155820 -1.713819 -0.027 0.721 -0.911 0.001
H -3.576679 -3.777861 3.663667 -0.252 -0.082 -0.155 0.083
H -3.512362 -4.127886 2.139611 -0.245 0.020 0.038 0.108
O -2.989971 -3.816559 2.894312 0.599 0.099 0.107 0.340
H 0.987058 -3.166068 2.761256 -0.103 0.002 0.006 0.039
H 2.109093 -3.186692 3.802651 -0.138 0.018 -0.138 0.013
O 1.909341 -2.916472 2.897926 0.163 -0.010 0.101 0.090
H 3.384170 4.217244 -4.235746 -0.275 -0.111 0.096 0.005
H 3.382454 3.799253 -2.736233 -0.251 -0.052 -0.136 0.004
O 3.929664 4.128675 -3.452344 0.521 0.156 0.042 0.013
```
Forces are in eV/Å.

The calculation puts the molecular weight at 130.2 g/mol. The relative energy (zero: lowest compared OMol25 entry of this formula, charge and spin) is 0.6337 eV. The value obtained for the strongest force on any atom is 1.28 eV Å⁻¹. Its total charge is -1. As for the spin multiplicity: 2. The total energy is -20314.4335 eV.

---

Record 2
Density functional theory data (the ωB97M-V functional and the def2-TZVPD basis) for a 4-piece molecular cluster, C3H14O3S overall at a distorted geometry.

Structure (XYZ):
```
21
Properties=species:S:1:pos:R:3:forces:R:3:lowdin_charge:R:1
C -0.926322 -2.446245 -0.053051 0.154 1.092 0.851 -0.114
C -0.675920 -1.824558 -1.417761 -0.268 -0.253 -0.459 -0.333
C -0.112759 -0.417625 -1.304641 -0.004 -0.195 -0.595 -0.603
S 0.061258 0.456000 -2.897075 0.104 -0.152 0.120 0.696
H -0.728989 -3.481207 -0.008659 0.058 -1.344 -0.235 0.051
H -0.253630 -2.030746 0.710913 0.044 0.105 -0.203 0.070
H -1.926240 -2.289359 0.350070 -0.181 0.099 -0.248 0.071
H -1.584112 -1.825101 -2.026706 -0.063 0.138 0.148 0.099
H 0.008495 -2.451722 -1.998580 0.172 0.132 0.163 0.103
H -0.793737 0.235158 -0.766745 0.030 0.051 0.368 0.051
H 0.854346 -0.479618 -0.809742 -0.042 0.377 0.170 0.077
H 1.061513 -0.299938 -3.366736 0.002 -0.011 -0.068 -0.152
O 0.785686 2.405458 1.159526 0.676 -0.069 -0.678 -0.049
H 1.558533 2.151527 1.677896 0.041 -0.088 0.005 0.022
H 0.087021 2.391236 1.794496 -0.798 0.112 0.712 -0.002
O -1.126359 0.423671 2.525132 -0.339 -0.152 -0.643 -0.052
H -2.046911 0.137211 2.447446 0.119 0.051 0.419 0.064
H -0.834721 0.349876 1.603999 0.284 0.125 0.084 0.024
O 1.692791 0.533196 3.281159 -0.032 0.040 -0.186 -0.059
H 0.745217 0.370818 3.161387 0.077 -0.046 0.216 -0.005
H 1.881752 0.339267 4.201726 -0.033 -0.012 0.060 0.042
```
Forces are in eV/Å.

The calculation puts the molecular weight at 130.2 g/mol. The relative energy (zero: lowest compared OMol25 entry of this formula, charge and spin) is 0.3509 eV. The value obtained for the strongest force on any atom is 1.39 eV Å⁻¹. Its total charge is 0. The total energy is -20315.8844 eV. Its SMILES is CCCS.O.O.O.

---

Record 3
Density functional theory data (the ωB97M-V functional and the def2-TZVPD basis) for a 4-piece molecular cluster, C3H14O3S2 overall at a distorted geometry.

Structure (XYZ):
```
22
Properties=species:S:1:pos:R:3:forces:R:3:lowdin_spin:R:1
C 0.211691 -1.007878 -0.580128 3.298 -1.088 -4.086 0.025
C -0.091731 0.438894 -0.664037 -0.871 1.275 -3.561 0.028
C -0.715213 -2.075134 -1.233620 1.226 -0.319 -0.697 0.031
S -1.891267 -2.757653 -0.046158 -0.894 -1.300 -1.323 0.216
S -1.918316 -1.503735 1.541721 -0.970 1.536 2.031 0.409
H 0.428779 -1.094697 0.401178 0.445 -1.630 3.235 0.008
H 1.321345 -1.175752 -1.096671 -2.619 0.324 1.136 0.003
H -1.036259 0.611059 -1.180264 -0.831 -0.103 0.675 0.003
H -0.041827 1.016776 0.223537 -0.187 0.240 0.764 0.010
H 0.493436 0.926284 -1.470790 0.558 -0.041 0.672 0.002
H -0.098015 -3.118605 -1.321651 -1.127 2.872 -0.884 0.010
H -1.166816 -1.572886 -2.236482 0.940 -1.650 2.128 0.003
H -3.221257 -0.945606 1.611322 0.900 -0.197 -0.255 0.084
H 1.656895 1.208260 0.954217 0.300 1.032 1.472 0.006
H 0.997445 1.598315 2.257845 -0.862 -0.382 0.735 0.028
O 1.722584 1.858116 1.711679 0.781 0.036 -2.107 0.028
H -1.336333 2.877469 -1.580683 -0.077 -0.483 0.851 0.003
H -0.344430 3.183859 -2.710025 -1.821 0.278 0.619 0.002
O -1.289161 3.339667 -2.405485 1.885 0.210 -1.448 0.008
H 1.491194 -1.026573 2.874945 -1.295 -0.784 1.720 0.031
H 2.765598 -0.124703 2.702733 -1.313 -0.746 -0.446 0.010
O 2.061665 -0.655487 2.246814 2.534 0.921 -1.232 0.050
```
Forces are in eV/Å.

The calculation puts the molecular weight at 162.3 g/mol. The relative energy (zero: lowest compared OMol25 entry of this formula, charge and spin) is 2.7159 eV. The value obtained for the strongest force on any atom is 5.36 eV Å⁻¹. Its total charge is -1. As for the spin multiplicity: 2. The total energy is -31148.6090 eV.

---

Record 4
Density functional theory data (the ωB97M-V functional and the def2-TZVPD basis) for a 4-piece molecular cluster, C3H14O3S2 overall at a distorted geometry.

Structure (XYZ):
```
22
Properties=species:S:1:pos:R:3:forces:R:3:lowdin_charge:R:1
C -2.164998 -1.114155 1.973467 -0.183 -0.500 0.193 -0.102
C -0.859140 -1.755672 1.475941 0.792 1.109 1.202 -0.304
C 0.313180 -0.786985 1.760788 -0.310 0.188 -0.725 -0.558
S 1.853906 -1.411997 0.992477 -0.604 -0.121 0.212 0.451
S 2.620440 0.244265 0.024519 1.194 0.424 -0.391 0.356
H -1.949515 -0.303671 2.672947 -0.106 0.133 -0.202 0.071
H -2.796299 -1.812316 2.529155 0.148 -0.126 -0.080 0.068
H -2.782145 -0.765837 1.147799 0.152 0.317 0.008 0.073
H -0.591996 -2.629158 2.064387 -0.388 -0.561 -0.395 0.098
H -0.851794 -1.924882 0.413202 -0.191 -0.490 -0.294 0.088
H 0.054755 0.200587 1.362845 0.271 -0.157 -0.107 0.056
H 0.524093 -0.673870 2.811291 -0.153 -0.018 0.447 0.065
H 1.719713 1.207455 0.202399 -0.482 -0.254 0.241 -0.206
O 0.735444 2.295143 -3.149303 -0.038 -0.075 0.195 -0.082
H 0.088569 2.153570 -3.847394 0.054 0.000 -0.052 0.046
H 0.887770 1.396792 -2.788414 -0.158 0.130 -0.246 -0.003
O -0.416118 2.257107 -0.517868 0.568 0.545 -0.117 -0.085
H 0.409810 2.694562 -0.261834 -0.291 -0.056 0.374 0.022
H -0.433661 2.578733 -1.435679 -0.252 -0.421 -0.138 0.017
O 0.860346 -0.480985 -2.620199 0.240 -0.161 0.010 -0.090
H 1.663526 -0.703825 -3.109785 -0.155 -0.011 -0.004 0.061
H 1.114116 -0.664860 -1.700741 -0.109 0.105 -0.129 -0.043
```
Forces are in eV/Å.

The calculation puts the molecular weight at 162.3 g/mol. The relative energy (zero: lowest compared OMol25 entry of this formula, charge and spin) is 0.6047 eV. The value obtained for the strongest force on any atom is 1.82 eV Å⁻¹. Its total charge is 0. The total energy is -31150.8628 eV. Its SMILES is CCCSS.O.O.O.

---

Record 5
Density functional theory data (the ωB97M-V functional and the def2-TZVPD basis) for a 6-piece molecular cluster, C3H14O4 overall at a distorted geometry.

Structure (XYZ):
```
21
Properties=species:S:1:pos:R:3:forces:R:3:lowdin_charge:R:1
C -0.848564 -1.330477 -1.240247 -0.289 1.142 -1.380 -0.032
C -0.085131 -0.084038 -1.190838 -3.920 -1.221 -1.792 -0.136
C 1.150990 0.194442 -0.889229 2.033 3.950 1.448 0.120
H -1.552331 -1.175192 -0.449607 -1.277 -0.357 0.428 0.048
H -0.312748 -2.191608 -0.975386 1.001 -1.208 0.233 0.079
H -1.404529 -1.419344 -2.237846 0.597 0.189 1.532 0.143
H -0.714134 0.739310 -1.547025 -0.025 0.421 -0.310 0.111
H 1.334286 1.312670 -0.719038 0.214 -1.852 0.235 0.119
H 1.938200 -0.465412 -0.637960 1.312 -1.300 -0.465 0.037
H 3.219641 -1.839348 1.296593 -0.428 -0.062 -0.274 0.017
H 2.884002 0.255486 1.033603 0.526 0.640 0.250 -0.051
O 2.712092 -1.132030 0.866406 0.065 0.085 0.014 -0.192
H -4.045079 -0.823422 1.086715 -0.808 -0.508 0.404 0.021
H -3.086975 2.060256 -0.177549 1.688 -1.972 0.029 0.048
O -2.476740 1.230450 -0.168142 -0.827 1.580 -0.312 -0.218
H 0.268615 1.835744 1.352509 0.073 3.652 0.203 0.059
H 3.864693 1.552612 0.981677 1.661 0.140 -0.100 0.002
O 2.973506 1.290292 1.049670 -1.892 -0.303 0.108 -0.117
H 0.253682 1.172353 1.331916 -0.144 -3.601 0.038 0.040
H -2.817254 -0.108058 0.618745 -0.727 -1.917 -0.551 0.021
O -3.256220 -1.074689 0.615041 1.168 2.502 0.263 -0.120
```
Forces are in eV/Å.

The calculation puts the molecular weight at 114.1 g/mol. The relative energy (zero: lowest compared OMol25 entry of this formula, charge and spin) is 11.8294 eV. The value obtained for the strongest force on any atom is 4.67 eV Å⁻¹. Its total charge is 0. The total energy is -11516.7791 eV.

---

Record 6
Density functional theory data (the ωB97M-V functional and the def2-TZVPD basis) for a 5-piece molecular cluster, C3H14O4 overall at a distorted geometry.

Structure (XYZ):
```
21
Properties=species:S:1:pos:R:3:forces:R:3:lowdin_charge:R:1
C -0.879409 2.084870 4.759178 -1.583 1.345 -2.328 -0.011
C -0.456850 2.630078 3.622410 -1.800 0.414 -0.603 -0.265
C 0.810568 3.122242 3.023112 1.310 0.908 -1.133 -0.131
H -1.975128 2.098916 4.862520 0.699 -0.519 0.343 0.063
H -0.272491 1.827281 5.524897 1.749 -0.981 2.438 0.011
H -1.361118 2.897263 3.034807 0.910 -0.024 -0.262 0.092
H 0.679933 4.230957 2.801756 0.080 -1.268 0.202 0.089
H 1.750939 3.063370 3.598127 -0.647 -0.239 0.250 0.068
H 1.086796 2.659430 2.022264 -0.716 0.362 1.089 0.084
O -2.737917 -0.658901 -2.809637 -1.373 -1.481 0.186 -0.093
H -3.619196 -1.147297 -2.848832 1.704 1.080 0.032 0.080
H -2.121715 -1.356106 -2.518770 -0.370 0.292 -0.285 -0.003
O 0.594422 -4.055919 -2.882957 3.311 1.076 3.436 -0.038
H 0.380923 -3.209635 -2.424122 -0.198 -0.916 -0.873 -0.016
H 0.003181 -4.268754 -3.519062 -3.028 -0.672 -2.891 -0.037
O 0.072140 -1.644416 -1.973158 -1.222 3.076 -0.787 -0.106
H -0.489368 -1.440624 -1.173471 1.013 0.032 -1.263 0.096
H -0.021214 -0.843427 -2.649366 0.163 -2.407 2.374 0.148
O 3.233939 -1.870014 -3.418648 1.799 3.269 4.461 0.017
H 2.911323 -2.328714 -4.085622 -1.603 -3.709 -5.496 -0.054
H 2.410245 -1.790609 -2.945422 -0.196 0.362 1.108 0.005
```
Forces are in eV/Å.

The calculation puts the molecular weight at 114.1 g/mol. The relative energy (zero: lowest compared OMol25 entry of this formula, charge and spin) is 2.6254 eV. The value obtained for the strongest force on any atom is 6.82 eV Å⁻¹. Its total charge is 0. The total energy is -11525.9831 eV. Its SMILES is C=CC.O.O.O.O.

---

Record 7
Density functional theory data (the ωB97M-V functional and the def2-TZVPD basis) for a 4-piece molecular cluster, C3H14O4 overall at a distorted geometry.

Structure (XYZ):
```
21
Properties=species:S:1:pos:R:3:forces:R:3:lowdin_charge:R:1
C 0.615814 -0.749944 -2.394975 -0.914 -0.268 0.940 -0.100
C 0.021049 -1.484719 -1.168712 0.144 0.910 0.657 -0.235
C 0.167053 -0.730043 0.153608 0.340 0.823 -0.206 -0.317
O -0.402570 -1.373754 1.280188 -0.596 -0.269 0.004 -0.077
H 0.435577 0.324200 -2.352201 0.131 0.077 0.096 0.069
H 1.675371 -0.961002 -2.436641 0.213 0.117 -0.438 0.065
H 0.051328 -1.115977 -3.249239 0.522 -0.067 -0.371 0.066
H 0.571697 -2.415127 -1.038175 -0.629 -0.443 -0.185 0.106
H -1.059011 -1.567014 -1.284695 0.035 -0.752 -0.245 0.106
H -0.308347 0.250813 0.067390 0.183 0.130 -0.222 0.117
H 1.220090 -0.564003 0.385217 0.157 0.066 -0.052 0.099
H -1.168630 -0.846838 1.556845 0.472 -0.391 -0.011 0.095
O 0.969261 1.446914 2.575708 -1.290 0.623 1.306 -0.046
H 1.369218 1.645346 1.751566 0.823 -0.159 -0.927 0.008
H 1.389410 0.703125 3.005526 0.345 -0.443 -0.459 -0.003
O 2.250330 -1.176152 2.786009 0.096 0.072 0.038 -0.045
H 2.007863 -2.039879 2.440460 -0.275 0.025 -0.025 0.047
H 3.123907 -1.290712 3.160916 0.239 -0.050 0.098 0.046
O -4.069655 3.731032 -2.038784 -1.054 0.947 1.486 -0.081
H -4.353278 3.614081 -1.106824 0.643 -0.866 -0.489 0.044
H -4.506480 4.599651 -2.093189 0.415 -0.084 -0.994 0.036
```
Forces are in eV/Å.

The calculation puts the molecular weight at 114.1 g/mol. The relative energy (zero: lowest compared OMol25 entry of this formula, charge and spin) is 1.1707 eV. The value obtained for the strongest force on any atom is 2.05 eV Å⁻¹. Its total charge is 0. The total energy is -11527.4378 eV. Its SMILES is CCCO.O.O.O.

---

Record 8
Density functional theory data (the ωB97M-V functional and the def2-TZVPD basis) for a 5-piece molecular cluster, C3H14O4 overall at a distorted geometry.

Structure (XYZ):
```
21
Properties=species:S:1:pos:R:3:forces:R:3:lowdin_spin:R:1
C -0.707724 -1.875496 -1.176778 2.489 -0.818 0.999 0.093
C -1.067895 -1.794940 0.268603 -3.321 -0.533 -4.666 0.332
C -0.270141 -1.832686 1.322629 3.614 1.169 3.600 0.426
H 0.406345 -1.893551 -1.386810 -1.150 0.412 0.597 0.007
H -1.025034 -2.768130 -1.722172 -0.700 -0.128 0.192 0.025
H -1.210700 -1.037541 -1.607108 -0.474 0.803 -0.797 0.024
H -2.192512 -1.624213 0.341382 1.357 -0.137 0.535 0.017
H -0.696294 -1.876075 2.338589 0.261 -0.516 -0.432 0.022
H 0.860170 -1.543362 1.267011 -1.795 -0.478 -0.261 0.016
H 2.354964 0.662001 0.369808 -0.420 0.888 0.069 0.000
H 3.257285 -0.508005 0.386672 0.787 -0.516 0.044 0.000
O 2.356146 -0.280590 0.196923 -0.618 -0.470 -0.002 -0.001
H -0.917078 1.795348 -1.127383 -0.289 0.078 -2.146 0.000
H 0.076037 1.923220 -2.262784 -1.121 -0.067 -0.342 0.000
O -0.901475 1.818651 -2.145392 1.475 -0.156 2.510 0.004
H 1.352032 3.225451 0.503244 0.746 1.344 -0.433 0.000
H 0.601147 2.081032 0.855523 -0.783 -1.052 0.416 0.000
O 1.504978 2.369588 0.871153 0.463 -0.246 0.015 0.001
H -1.681077 1.735412 1.136055 -1.871 0.292 0.588 0.000
H -1.141568 0.213576 0.701765 -0.235 3.390 0.691 0.007
O -0.957603 1.210308 0.869070 1.584 -3.259 -1.178 0.029
```
Forces are in eV/Å.

The calculation puts the molecular weight at 114.1 g/mol. The relative energy (zero: lowest compared OMol25 entry of this formula, charge and spin) is 1.8350 eV. The value obtained for the strongest force on any atom is 5.75 eV Å⁻¹. Its total charge is +1. As for the spin multiplicity: 2. The total energy is -11517.3215 eV.